A structure of composition C45H64BrF5N5OS2SbSiTeV. Source: the Open Molecules 2025 dataset; level of theory: wB97M-V/def2-TZVPD.

Geometry as XYZ:
```
127
Properties=species:S:1:pos:R:3:forces:R:3:mulliken_spin:R:1
V 0.4340 0.3306 0.2134 -1.2 3.5 -0.8 2.0212
C -3.8892 -2.0739 3.9113 0.1 -0.2 -0.3 -0.0005
C -3.3755 -2.5388 2.5489 0.0 -0.2 0.2 -0.0006
N -3.4911 -1.5122 1.5373 0.1 -0.2 0.2 0.0014
C -2.5867 -0.5195 1.4089 -0.7 1.0 -1.1 0.0022
S -2.9646 0.7846 0.3972 -0.1 0.2 0.0 0.0119
N -1.5131 -0.6048 2.1698 -0.2 -1.3 1.6 -0.0275
N -0.4011 0.0344 1.9651 0.1 0.4 1.0 -0.0232
C 0.3675 0.2423 3.0214 -1.2 -0.4 0.3 0.0423
C -0.1499 -0.0521 4.3943 0.2 0.1 -0.3 -0.0002
C 1.6786 0.7016 2.7175 0.9 0.4 -0.1 0.0291
C 2.6745 1.0361 3.6515 -0.6 -0.1 -0.2 0.0137
C 3.8918 1.4981 3.2112 0.0 0.0 -0.6 0.0064
C 4.0949 1.6483 1.8388 -0.1 0.0 0.3 0.0031
C 3.0748 1.3145 0.9750 0.8 0.2 -0.4 0.0129
N 1.9070 0.8260 1.3865 1.3 0.4 1.4 -0.0648
H -3.8716 -2.9030 4.6121 0.0 -0.1 0.2 -0.0001
H -4.9123 -1.7148 3.8264 -0.1 0.0 0.0 0.0000
H -3.2712 -1.2680 4.2993 0.1 0.1 0.0 0.0001
H -3.9410 -3.4057 2.1977 0.1 0.0 0.1 0.0001
H -2.3191 -2.8137 2.6154 -0.2 -0.1 0.0 -0.0007
H -4.4153 -1.3042 1.1864 0.2 0.1 -0.1 -0.0014
H -0.3810 -1.1148 4.4716 -0.1 -0.1 0.0 0.0023
H -1.0771 0.4975 4.5585 0.0 -0.1 0.0 0.0029
H 0.5674 0.2110 5.1641 0.0 0.0 0.0 -0.0002
H 2.4744 0.9527 4.7058 -0.1 -0.1 0.1 0.0016
H 4.6695 1.7541 3.9136 0.1 0.0 0.1 0.0000
H 5.0256 2.0214 1.4468 0.1 0.0 -0.1 0.0000
H 3.2100 1.4462 -0.0913 -0.1 -0.2 0.0 0.0044
C 1.7234 7.2540 0.2218 -0.4 -0.2 0.0 0.0000
C 1.6118 5.7346 0.0620 -0.2 -0.3 0.0 -0.0027
C 2.3546 5.3183 -1.2137 -0.3 0.0 0.0 0.0014
C 2.3590 5.0838 1.2356 -0.3 0.0 0.0 -0.0007
Si -0.2706 5.1890 -0.0270 0.1 -0.2 0.1 -0.0056
Br -0.0246 2.7425 0.0972 -0.3 2.1 -0.2 -0.0067
C -1.3613 5.5191 1.5622 0.2 -0.2 -0.2 -0.0018
C -0.5350 5.3233 2.8417 0.1 0.0 -0.3 0.0030
C -2.5568 4.5634 1.6541 0.2 -0.1 -0.2 -0.0004
C -1.8844 6.9591 1.5429 0.2 -0.1 -0.3 -0.0002
C -1.1330 5.4080 -1.7717 0.1 -0.2 0.2 -0.0030
C -0.9194 6.8439 -2.2653 0.2 -0.1 0.3 -0.0003
C -2.6415 5.1442 -1.6924 0.2 0.0 0.3 0.0001
C -0.5860 4.4297 -2.8198 0.1 0.0 0.3 -0.0006
H 2.7720 7.5414 0.2533 0.2 0.0 0.0 0.0000
H 1.2586 7.5816 1.1459 0.0 0.2 0.2 0.0000
H 1.2495 7.7801 -0.5991 0.0 0.2 -0.2 0.0001
H 3.4011 5.6076 -1.1322 0.1 0.1 0.1 0.0001
H 1.9497 5.8019 -2.0965 0.0 0.0 -0.2 0.0001
H 2.3182 4.2402 -1.3520 0.0 -0.2 -0.1 0.0010
H 3.4287 5.2517 1.1170 0.1 0.1 -0.1 0.0002
H 2.1898 4.0100 1.2686 0.1 -0.1 0.1 0.0009
H 2.0649 5.5121 2.1870 0.0 0.0 0.2 0.0001
H -0.0469 4.3503 2.8444 0.1 -0.1 0.1 0.0001
H -1.1934 5.3748 3.7079 -0.1 0.0 0.1 0.0000
H 0.2120 6.1037 2.9571 0.2 0.0 0.0 0.0001
H -2.2338 3.5265 1.6579 -0.1 -0.2 0.0 0.0003
H -3.2539 4.6994 0.8373 -0.2 0.0 -0.1 -0.0001
H -3.0918 4.7524 2.5830 -0.1 0.1 0.1 0.0000
H -1.0715 7.6772 1.4906 0.1 0.2 0.0 0.0000
H -2.4463 7.1540 2.4530 -0.1 0.0 0.2 0.0000
H -2.5443 7.1308 0.6986 -0.2 0.1 -0.1 -0.0001
H -1.2539 7.5646 -1.5247 -0.1 0.3 0.1 0.0001
H -1.4877 7.0056 -3.1784 -0.1 0.0 -0.1 -0.0001
H 0.1261 7.0391 -2.4833 0.2 0.1 -0.1 0.0000
H -3.1437 5.8719 -1.0644 -0.2 0.1 0.1 -0.0001
H -2.8426 4.1429 -1.3215 -0.1 -0.1 0.1 0.0000
H -3.0713 5.2233 -2.6891 0.0 0.0 -0.2 -0.0001
H 0.4885 4.5017 -2.9393 0.2 0.0 -0.1 -0.0001
H -1.0470 4.6436 -3.7832 -0.1 0.1 -0.1 -0.0001
H -0.8339 3.4079 -2.5420 0.0 -0.1 -0.1 0.0036
C -0.2303 -1.6813 -4.4785 -0.1 -0.1 0.2 0.0014
C -0.4900 -0.2544 -3.9839 0.0 -0.1 -1.0 0.0044
C 0.6968 0.6393 -4.3786 0.1 0.1 0.1 0.0025
C -1.8042 0.2731 -4.5883 -0.1 0.0 0.2 0.0015
C -0.6233 -0.1859 -2.5394 -1.5 0.7 0.5 -0.0021
N -0.8134 0.0376 -1.4222 0.1 -0.3 -1.3 -0.0280
H -0.1783 -1.6718 -5.5652 0.0 0.1 0.0 0.0000
H -1.0280 -2.3511 -4.1685 0.0 -0.1 0.0 0.0003
H 0.7197 -2.0719 -4.0961 -0.3 -0.1 -0.4 0.0002
H 0.6948 0.7637 -5.4595 0.0 -0.1 -0.1 0.0008
H 1.6459 0.1829 -4.0822 -0.1 0.2 -0.2 -0.0003
H 0.6204 1.6217 -3.9172 0.1 0.1 0.0 0.0001
H -1.6811 0.3551 -5.6654 0.0 0.0 -0.1 0.0006
H -2.0673 1.2497 -4.1870 0.0 0.1 0.0 -0.0005
H -2.6214 -0.4144 -4.3803 -0.1 0.0 0.0 -0.0004
S 0.9220 -2.6159 1.0911 0.4 -2.3 1.4 0.0301
Sb 0.5967 -4.7215 -0.2265 -0.5 0.3 -0.7 -0.0059
C 1.2561 -5.6482 -2.0891 -0.2 0.3 0.9 0.0007
C 0.2812 -6.1406 -2.9411 -0.3 0.1 0.2 -0.0003
C 0.6523 -6.7157 -4.1464 -0.1 0.0 0.0 0.0000
C 1.9888 -6.7818 -4.4995 0.0 0.0 0.0 0.0000
C 2.9574 -6.2883 -3.6391 0.0 0.0 0.0 0.0000
C 2.5957 -5.7337 -2.4212 0.3 0.1 0.1 -0.0001
C -1.4414 -5.3430 0.0867 0.8 0.2 -0.2 -0.0006
C -1.6486 -6.3675 0.9972 0.2 -0.1 0.1 0.0001
C -2.9317 -6.8252 1.2401 0.0 -0.1 0.1 0.0000
C -4.0060 -6.2683 0.5707 -0.1 0.0 0.0 0.0000
C -3.7946 -5.2642 -0.3583 0.0 0.1 0.0 0.0001
C -2.5114 -4.7959 -0.6019 -0.1 0.3 -0.2 0.0001
C 1.6345 -5.6115 1.4381 -0.3 0.2 -0.6 -0.0032
C 1.2983 -5.1406 2.7007 -0.2 0.2 0.1 0.0018
C 2.0222 -5.5429 3.8090 0.0 0.0 0.0 0.0015
C 3.0767 -6.4289 3.6555 0.0 0.0 0.1 -0.0003
C 3.3875 -6.9295 2.4038 0.0 -0.1 -0.1 0.0004
C 2.6717 -6.5158 1.2898 0.1 0.0 -0.2 -0.0012
H -0.7646 -6.0714 -2.6723 -0.1 0.0 0.0 -0.0001
H -0.1112 -7.1015 -4.8074 0.0 0.0 0.0 0.0000
H 2.2751 -7.2219 -5.4419 0.0 0.0 -0.1 0.0000
H 3.9997 -6.3218 -3.9152 0.1 -0.1 0.0 0.0000
H 3.3555 -5.3425 -1.7581 0.0 0.0 -0.1 0.0001
H -0.8139 -6.8109 1.5206 0.1 -0.1 0.1 0.0001
H -3.0913 -7.6194 1.9531 0.0 -0.1 0.1 0.0000
H -5.0080 -6.6186 0.7704 -0.1 0.0 0.0 0.0000
H -4.6316 -4.8450 -0.8950 -0.1 0.1 -0.1 0.0000
H -2.3561 -4.0071 -1.3237 0.1 0.1 0.0 -0.0001
H 0.4620 -4.4591 2.8212 0.0 0.0 0.1 -0.0014
H 1.7647 -5.1599 4.7853 0.0 0.0 0.1 0.0000
H 3.6519 -6.7321 4.5162 0.1 -0.1 0.1 0.0000
H 4.1929 -7.6388 2.2883 0.1 0.0 0.0 0.0000
H 2.9203 -6.8957 0.3091 0.1 -0.1 -0.1 0.0000
F 1.7903 0.7436 -1.6423 -0.9 -0.7 0.9 -0.0001
Te 1.6486 -1.3822 -1.7901 6.5 -1.9 -0.6 0.0098
F 2.4899 -3.1489 -1.3695 -1.0 0.6 -0.4 0.0016
F 3.3303 -1.1740 -2.8701 -1.7 -0.2 0.2 -0.0003
F 2.9985 -1.0368 -0.4241 -0.9 0.1 -0.5 0.0006
F -0.1112 -3.0365 -1.7868 0.3 -0.5 0.6 0.0046
O 0.6202 -1.4125 0.1012 -0.2 -1.4 -1.2 -0.0430
```
Forces are in eV/Å.

Total charge   +1
Kohn-Sham gap (alpha / beta)   6.2347 / 6.1287 eV
<S²>   2.02
Multiplicity   3
Highest occupied orbital energy (alpha / beta)   -9.43 / -9.42 eV